[1]
Molecular formula: C16H19IO6P2
Method: DFT, ωB97M-V/def2-TZVPD

```
44
C16H19IO6P2 ωB97M-V/def2-TZVPD
C 3.68107 -1.92527 0.33453
P 3.55597 -1.26181 -1.41085
C 3.85302 -2.70820 -2.60835
C 1.89772 -0.48151 -1.75771
C 1.80846 0.82965 -2.43281
P 3.30568 1.85335 -2.95786
O 4.21868 0.91331 -4.03628
I 4.56128 2.19957 -0.84331
C 0.51970 1.46682 -2.75058
C -0.74155 0.81566 -2.41417
C -0.67428 -0.46534 -1.73897
C 0.60873 -1.11668 -1.39689
C 0.50207 -2.46970 -0.65921
O 1.28339 -3.38651 -0.73723
C -0.77539 -2.65635 0.22955
C -1.95911 -2.07185 -0.09598
C -2.01697 -1.18292 -1.36998
O -3.01861 -1.05327 -2.03084
H 3.00477 -1.43190 1.07445
H 3.48492 -3.03485 0.36068
H 4.73650 -1.79568 0.69442
H 4.26312 -3.56824 -2.01705
H 2.86690 -2.94729 -3.08642
H 4.60139 -2.32799 -3.35440
H 4.83568 1.55907 -4.43559
H 0.48563 2.44104 -3.28160
H -1.71460 1.29095 -2.65507
H -0.77801 -3.28819 1.14625
H -2.87379 -2.21746 0.52528
C -4.07774 1.14138 1.00441
C -2.64158 0.86934 1.40521
O -2.10304 1.96307 2.15652
C -2.45241 1.99996 3.44740
O -3.15479 1.20284 4.01539
O -1.90216 3.09007 3.99442
C -2.25963 3.29596 5.36141
H -4.15601 2.09962 0.48649
H -4.45256 0.35208 0.34987
H -4.72543 1.19844 1.88081
H -2.02649 0.77423 0.50848
H -2.54892 -0.06595 1.96066
H -2.06461 2.40592 5.95939
H -3.30936 3.58334 5.43232
H -1.64761 4.11128 5.74321
```

Properties
HOMO-LUMO gap, eV: 6.37
SMILES string: CP(C)c1c(P(O)I)ccc2c1C(=O)C=CC2=O.CCOC(=O)OC

natural (NBO) atomic charges, in units of e: atom 1 (C): -0.934, atom 2 (P): 0.730, atom 3 (C): -0.896, atom 4 (C): -0.281, atom 5 (C): -0.367, atom 6 (P): 0.922, atom 7 (O): -0.966, atom 8 (I): -0.151, atom 9 (C): -0.176, atom 10 (C): -0.172, atom 11 (C): -0.134, atom 12 (C): -0.033, atom 13 (C): 0.521, atom 14 (O): -0.502, atom 15 (C): -0.241, atom 16 (C): -0.264, atom 17 (C): 0.533, atom 18 (O): -0.501, atom 19 (H): 0.242, atom 20 (H): 0.237, atom 21 (H): 0.244, atom 22 (H): 0.238, atom 23 (H): 0.238, atom 24 (H): 0.241, atom 25 (H): 0.498, atom 26 (H): 0.241, atom 27 (H): 0.248, atom 28 (H): 0.240, atom 29 (H): 0.241, atom 30 (C): -0.644, atom 31 (C): -0.068, atom 32 (O): -0.494, atom 33 (C): 0.983, atom 34 (O): -0.646, atom 35 (O): -0.493, atom 36 (C): -0.257, atom 37 (H): 0.214, atom 38 (H): 0.222, atom 39 (H): 0.226, atom 40 (H): 0.186, atom 41 (H): 0.194, atom 42 (H): 0.197, atom 43 (H): 0.189, atom 44 (H): 0.196

---

[2]
Molecular formula: C16H19IrN8O3S3
Method: DFT, ωB97M-V/def2-TZVPD

```
50
C16H19IrN8O3S3 ωB97M-V/def2-TZVPD
Ir 0.04919 -0.06843 0.65779
C 0.06253 -2.90463 5.06925
S 0.82273 -3.68804 3.63152
C 0.40211 -2.63170 2.34335
S -0.76602 -1.29842 2.56164
N 0.86058 -2.90810 1.16607
N 0.24999 -2.05028 0.27557
C -0.44770 -2.52341 -0.69533
C -1.38492 -1.59702 -1.31395
C -2.26476 -1.92852 -2.32739
C -3.24305 -1.00518 -2.67967
C -3.30335 0.20769 -2.01527
C -2.37176 0.49374 -1.02513
N -1.44219 -0.39448 -0.68556
H 0.40053 -3.49456 5.91837
H -1.02245 -2.94808 5.01629
H 0.40987 -1.88227 5.18452
H -0.43431 -3.58756 -0.90370
H -2.20268 -2.89685 -2.80441
H -3.96110 -1.24310 -3.45235
H -4.06579 0.93630 -2.25018
H -2.35623 1.42980 -0.48377
C -0.58298 0.46061 -5.59557
C 0.18011 -0.08756 -4.45329
N 0.72890 -1.27098 -4.39361
N 1.30699 -1.32465 -3.18122
C 1.12665 -0.21403 -2.46604
S 1.80630 0.15015 -0.92092
N 0.41735 0.58727 -3.28014
N -0.07895 1.83338 -2.90550
H -0.47198 -0.21391 -6.44070
H -0.20604 1.44200 -5.88712
H -1.64330 0.54816 -5.35310
H 1.86716 -2.12186 -2.91372
H -0.36561 2.32328 -3.74651
H 0.67372 2.34686 -2.45383
O 1.70015 0.18770 1.86595
N 1.73698 1.30115 2.63247
C 1.10858 1.29891 3.81472
C 1.20220 2.39748 4.63903
C 1.95115 3.49287 4.23157
C 2.59018 3.46026 3.00004
C 2.46497 2.34255 2.20672
H 0.54764 0.40353 4.03832
H 0.69338 2.38430 5.59117
H 2.04123 4.36027 4.86991
H 3.18888 4.28853 2.65189
H 2.93162 2.22013 1.24214
O -0.85918 1.47203 1.50946
O -0.04731 1.91469 0.51017
```

Properties
Relative energy (zero: lowest compared OMol25 entry of this formula, charge and spin), kJ/mol: 114.9
HOMO-LUMO gap, eV: 7.14
Charge: +2

natural (NBO) atomic charges, in units of e: atom 1 (Ir): 1.171, atom 2 (C): -0.753, atom 3 (S): 0.440, atom 4 (C): -0.071, atom 5 (S): 0.011, atom 6 (N): -0.352, atom 7 (N): -0.195, atom 8 (C): 0.094, atom 9 (C): 0.117, atom 10 (C): -0.192, atom 11 (C): -0.129, atom 12 (C): -0.214, atom 13 (C): 0.099, atom 14 (N): -0.416, atom 15 (H): 0.267, atom 16 (H): 0.242, atom 17 (H): 0.227, atom 18 (H): 0.258, atom 19 (H): 0.259, atom 20 (H): 0.257, atom 21 (H): 0.260, atom 22 (H): 0.256, atom 23 (C): -0.680, atom 24 (C): 0.365, atom 25 (N): -0.205, atom 26 (N): -0.316, atom 27 (C): 0.204, atom 28 (S): 0.007, atom 29 (N): -0.176, atom 30 (N): -0.603, atom 31 (H): 0.286, atom 32 (H): 0.251, atom 33 (H): 0.250, atom 34 (H): 0.456, atom 35 (H): 0.393, atom 36 (H): 0.401, atom 37 (O): -0.551, atom 38 (N): 0.023, atom 39 (C): 0.059, atom 40 (C): -0.209, atom 41 (C): -0.106, atom 42 (C): -0.220, atom 43 (C): 0.071, atom 44 (H): 0.252, atom 45 (H): 0.257, atom 46 (H): 0.255, atom 47 (H): 0.259, atom 48 (H): 0.247, atom 49 (O): -0.292, atom 50 (O): -0.317

---

[3]
Molecular formula: C16H19N2O2
Method: DFT, ωB97M-V/def2-TZVPD

```
39
C16H19N2O2 ωB97M-V/def2-TZVPD
O -1.38181 3.21815 -2.94231
O -0.59166 -1.36088 -1.40869
C -1.37627 -0.37486 4.05639
C -1.28287 0.04231 2.66133
C -0.16200 -0.91729 4.42095
C -0.03555 -0.36581 2.21477
C 0.58655 -0.32440 0.93980
C -0.40889 2.81133 -0.88139
C -1.06946 0.91365 -2.21321
C 0.05010 1.95343 0.09982
C -0.94017 2.28657 -2.07042
C -0.61810 0.01090 -1.22749
C 0.01034 0.54117 -0.08012
N 0.62798 -0.93710 3.28898
N 1.71810 -1.02278 0.70456
C -1.86746 2.86017 -4.24891
C -1.31572 -1.89070 -2.52256
C 2.37814 -1.03358 -0.61914
C 2.02216 -1.38040 3.18100
C 2.20463 -1.94565 1.76086
H -2.25841 -0.27390 4.72505
H -2.09205 0.52242 2.10346
H 0.10828 -1.28937 5.42134
H -0.35580 3.89545 -0.73515
H -1.50098 0.47044 -3.09643
H 0.51991 2.32862 0.98991
H -2.06225 3.77413 -4.80951
H -1.13369 2.26240 -4.79819
H -2.81314 2.27991 -4.16343
H -2.30904 -1.50462 -2.59436
H -1.31690 -2.96613 -2.42615
H -0.81420 -1.63607 -3.45286
H 1.87959 -1.72941 -1.30341
H 3.42001 -1.36014 -0.50637
H 2.30597 -0.03293 -1.04826
H 2.17777 -2.16071 3.92994
H 2.75871 -0.55450 3.37057
H 3.24439 -2.19199 1.61626
H 1.69374 -2.91780 1.66339
```

Properties
Relative energy (zero: lowest compared OMol25 entry of this formula, charge and spin), kJ/mol: 128.5
HOMO-LUMO gap, eV: 7.73
SMILES string: COc1ccc(C2=[N+](C)CCn3cccc32)c(OC)c1
Charge: +1

natural (NBO) atomic charges, in units of e: atom 1 (O): -0.475, atom 2 (O): -0.508, atom 3 (C): -0.288, atom 4 (C): -0.150, atom 5 (C): 0.022, atom 6 (C): -0.016, atom 7 (C): 0.428, atom 8 (C): -0.270, atom 9 (C): -0.356, atom 10 (C): -0.127, atom 11 (C): 0.357, atom 12 (C): 0.370, atom 13 (C): -0.249, atom 14 (N): -0.314, atom 15 (N): -0.299, atom 16 (C): -0.260, atom 17 (C): -0.254, atom 18 (C): -0.418, atom 19 (C): -0.215, atom 20 (C): -0.232, atom 21 (H): 0.253, atom 22 (H): 0.252, atom 23 (H): 0.246, atom 24 (H): 0.249, atom 25 (H): 0.231, atom 26 (H): 0.229, atom 27 (H): 0.221, atom 28 (H): 0.185, atom 29 (H): 0.185, atom 30 (H): 0.190, atom 31 (H): 0.214, atom 32 (H): 0.182, atom 33 (H): 0.233, atom 34 (H): 0.227, atom 35 (H): 0.240, atom 36 (H): 0.240, atom 37 (H): 0.219, atom 38 (H): 0.236, atom 39 (H): 0.225

---

[4]
Molecular formula: C16H19N3O4PtSi
Method: DFT, ωB97M-V/def2-TZVPD

```
44
C16H19N3O4PtSi ωB97M-V/def2-TZVPD
Pt -0.58672 0.62871 -0.79716
O 2.76119 0.80956 -3.14930
C 1.52696 0.68246 -2.61759
O 1.31042 1.21120 -1.45263
C 0.52453 -0.02264 -3.29614
C 0.62207 -0.83381 -4.45610
C -0.42779 -1.64081 -4.79818
C -1.59134 -1.68742 -3.99224
C -1.65596 -0.84310 -2.90449
N -0.67318 0.00925 -2.61588
C -2.76374 -0.80036 -1.85775
O -3.81032 -1.38822 -2.01867
O -2.46020 -0.10146 -0.80952
H 3.31452 1.29457 -2.51891
H 1.54483 -0.81533 -5.01337
H -0.36583 -2.27490 -5.67025
H -2.40000 -2.36887 -4.20301
C 0.72927 -3.41890 0.06006
C 0.21109 -2.49651 1.11748
C 0.04993 -2.91543 2.43970
C -0.32020 -1.97653 3.38827
C -0.52523 -0.66416 3.01503
C -0.37252 -0.31524 1.66317
N -0.02047 -1.25207 0.75746
N -0.49935 0.92461 1.14619
Si 0.08246 2.36724 1.95071
C 1.82303 1.83216 2.55537
C 0.08625 3.64416 0.54867
C -0.96431 3.04650 3.39751
H 1.69077 -3.82439 0.37065
H 0.85807 -2.87882 -0.87459
H 0.05003 -4.25386 -0.09133
H 0.23314 -3.94272 2.71206
H -0.42372 -2.26254 4.42502
H -0.80201 0.08932 3.73256
H 2.31150 1.25358 1.77563
H 1.75631 1.20081 3.43722
H 2.46781 2.66874 2.79840
H 0.59122 3.24185 -0.32496
H 0.58320 4.56609 0.82723
H -0.93313 3.88906 0.26738
H -1.09637 2.34398 4.21283
H -1.94864 3.34479 3.05213
H -0.48754 3.92949 3.81132
```

Properties
HOMO-LUMO gap (alpha / beta), eV: 5.13 / 5.13

natural (NBO) atomic charges, in units of e: atom 1 (Pt): 1.053, atom 2 (O): -0.635, atom 3 (C): 0.770, atom 4 (O): -0.598, atom 5 (C): -0.002, atom 6 (C): -0.155, atom 7 (C): -0.191, atom 8 (C): -0.132, atom 9 (C): 0.096, atom 10 (N): -0.354, atom 11 (C): 0.738, atom 12 (O): -0.599, atom 13 (O): -0.664, atom 14 (H): 0.517, atom 15 (H): 0.243, atom 16 (H): 0.235, atom 17 (H): 0.258, atom 18 (C): -0.638, atom 19 (C): 0.245, atom 20 (C): -0.326, atom 21 (C): -0.140, atom 22 (C): -0.326, atom 23 (C): 0.410, atom 24 (N): -0.568, atom 25 (N): -1.064, atom 26 (Si): 1.774, atom 27 (C): -1.115, atom 28 (C): -1.117, atom 29 (C): -1.112, atom 30 (H): 0.220, atom 31 (H): 0.212, atom 32 (H): 0.222, atom 33 (H): 0.208, atom 34 (H): 0.210, atom 35 (H): 0.213, atom 36 (H): 0.232, atom 37 (H): 0.239, atom 38 (H): 0.227, atom 39 (H): 0.236, atom 40 (H): 0.230, atom 41 (H): 0.243, atom 42 (H): 0.231, atom 43 (H): 0.240, atom 44 (H): 0.233

---

[5]
Molecular formula: C16H19N3O4S
Method: DFT, ωB97M-V/def2-TZVPD

```
43
C16H19N3O4S ωB97M-V/def2-TZVPD
C 3.41271 1.70529 -2.22888
C 2.10229 1.10605 -2.71940
H 1.98681 1.25038 -3.79557
H 2.04935 0.03775 -2.48091
O 0.96964 1.76486 -2.14658
C 0.63554 1.43765 -0.90056
O 1.25844 0.61636 -0.24773
C -0.55960 2.15375 -0.42194
C -1.00065 3.28148 -1.11748
C -2.12083 3.97359 -0.71139
C -2.82585 3.53776 0.40185
C -2.41120 2.42616 1.10630
C -1.27361 1.71927 0.71530
N -0.83315 0.60023 1.40956
C -1.54070 -0.17341 2.27950
O -2.65591 0.06925 2.67806
C -0.78523 -1.40874 2.76099
H 0.06522 -1.08829 3.37164
H -1.47934 -1.95240 3.40339
C -0.24505 -2.33789 1.66552
C 1.25109 -2.17021 1.44032
O 2.05172 -2.11159 2.34272
N 1.56950 -2.14742 0.12060
C 0.55225 -2.08607 -0.79870
N 0.76477 -1.98262 -2.02820
C -0.29748 -1.92642 -2.98141
H -0.15068 -2.72900 -3.70506
H -1.28616 -2.02611 -2.51825
H -0.24241 -0.97420 -3.51146
S -1.03807 -2.18547 0.03418
C 2.94583 -2.03880 -0.30568
H 3.17116 -1.00367 -0.55972
H 3.57322 -2.35571 0.52559
H 3.09890 -2.67175 -1.17712
H -0.39567 -3.37544 1.98447
H 0.09047 0.28614 1.11333
H -2.96462 2.08877 1.96609
H -3.70513 4.07279 0.72775
H -2.44547 4.84681 -1.25591
H -0.44067 3.60608 -1.98026
H 3.50818 1.57453 -1.15354
H 3.45051 2.76821 -2.45607
H 4.24402 1.20756 -2.71992
```

Properties
Relative energy (zero: lowest compared OMol25 entry of this formula, charge and spin), kJ/mol: 80.1
HOMO-LUMO gap, eV: 9.01
SMILES string: CCOC(=O)c1ccccc1NC(=O)C[C@H]1S/C(=N\C)N(C)C1=O

natural (NBO) atomic charges, in units of e: atom 1 (C): -0.638, atom 2 (C): -0.088, atom 3 (H): 0.192, atom 4 (H): 0.217, atom 5 (O): -0.498, atom 6 (C): 0.809, atom 7 (O): -0.658, atom 8 (C): -0.242, atom 9 (C): -0.136, atom 10 (C): -0.248, atom 11 (C): -0.157, atom 12 (C): -0.273, atom 13 (C): 0.291, atom 14 (N): -0.651, atom 15 (C): 0.696, atom 16 (O): -0.597, atom 17 (C): -0.511, atom 18 (H): 0.262, atom 19 (H): 0.245, atom 20 (C): -0.427, atom 21 (C): 0.691, atom 22 (O): -0.587, atom 23 (N): -0.451, atom 24 (C): 0.355, atom 25 (N): -0.511, atom 26 (C): -0.422, atom 27 (H): 0.209, atom 28 (H): 0.180, atom 29 (H): 0.204, atom 30 (S): 0.211, atom 31 (C): -0.414, atom 32 (H): 0.218, atom 33 (H): 0.235, atom 34 (H): 0.223, atom 35 (H): 0.261, atom 36 (H): 0.437, atom 37 (H): 0.260, atom 38 (H): 0.217, atom 39 (H): 0.216, atom 40 (H): 0.229, atom 41 (H): 0.222, atom 42 (H): 0.212, atom 43 (H): 0.219